# 1
Molecular formula: C28H20AsF6N5W
Method: DFT, ωB97M-V with the def2-TZVPD basis set

ORCA input file:
```
! RIJCOSX wB97M-V def2-TZVPD def2/J DEFGRID3
* xyz 3 4
W -0.36460 -0.16113 0.28280
C -0.13510 -1.56173 4.54950
C -0.54940 -0.83983 3.43050
N 0.20970 -0.64453 2.34840
C 1.47350 -1.17353 2.37050
C 1.94960 -1.96813 3.43980
C 1.10340 -2.16293 4.54970
C 3.25750 -2.50803 3.36760
C 4.06750 -2.22443 2.28520
C 3.63950 -1.38983 1.25810
C 2.35460 -0.82963 1.27470
N 1.78240 0.04457 0.39170
C 2.37790 1.01877 -0.35770
C 3.71410 1.18597 -0.74820
C 4.09560 2.28947 -1.50660
C 3.19270 3.27067 -1.86050
C 1.84860 3.19467 -1.42270
C 0.91400 4.23107 -1.63110
C -0.33260 4.12217 -1.05320
C -0.67530 2.96847 -0.35520
N 0.15440 1.91897 -0.19550
C 1.43300 2.05787 -0.68940
H -0.78660 -1.64173 5.40440
H -1.54070 -0.40023 3.41870
H 1.44410 -2.75083 5.38820
H 3.61850 -3.13763 4.16880
H 5.06140 -2.64373 2.23380
H 4.30350 -1.22293 0.42650
H 4.47380 0.46997 -0.48640
H 5.12930 2.37497 -1.80650
H 3.50440 4.12267 -2.44670
H 1.19770 5.10227 -2.20120
H -1.05370 4.92187 -1.12200
H -1.65370 2.89997 0.10890
C -0.12820 -0.56133 -4.05120
C -1.41450 -0.24503 -4.48040
C -2.37390 0.10447 -3.53990
C -2.02750 0.12877 -2.19250
N -0.76220 -0.14853 -1.77730
C 0.15190 -0.49763 -2.69770
C -2.96200 0.42007 -1.09750
C -4.34620 0.45427 -1.25650
C -5.15680 0.67047 -0.15270
C -4.55930 0.86027 1.09000
C -3.17990 0.82547 1.17870
N -2.38260 0.60087 0.12000
H 0.64150 -0.84313 -4.75560
H -1.67000 -0.28443 -5.52850
H -3.37250 0.36147 -3.85730
H 1.14230 -0.74103 -2.31360
H -4.79520 0.28447 -2.22170
H -6.23260 0.68117 -0.25670
H -5.15750 1.01417 1.97500
H -2.67520 0.99277 2.12910
F -1.89930 -1.80483 0.82950
As -1.21410 -3.55873 0.09470
F -1.58090 -2.66563 -1.39480
F -2.72100 -4.25103 0.24570
F -0.27160 -4.74293 -0.59820
F -0.63610 -3.71143 1.71830
F 0.37420 -2.27633 -0.02380
*
```

Results
⟨S²⟩ ... 3.8284
E_tot ... -115759.166 eV
Frontier orbital gap (alpha / beta) ... 6.50 / 5.46 eV
Highest occupied orbital energy (alpha / beta) ... -0.6097 / -0.6305 hartree
F_max ... 3.0 eV/Å

# 2
Molecular formula: C28H20B2N4O16V
Method: DFT, ωB97M-V with the def2-TZVPD basis set

ORCA input file:
```
! RIJCOSX wB97M-V def2-TZVPD def2/J DEFGRID3
* xyz 0 4
V 21.56298 -21.28870 26.00168
O 18.16050 -28.37393 29.53823
C 18.76725 -27.35849 29.65264
O 19.53841 -26.78081 28.72816
B 20.16174 -25.58307 29.28358
O 19.67321 -25.45871 30.63622
C 18.80708 -26.44130 30.90472
O 18.16726 -26.57281 31.89518
O 19.87667 -24.37902 28.44585
C 20.97303 -23.94988 27.92020
O 21.07807 -23.04015 27.12242
C 22.16203 -24.75943 28.49146
O 21.65134 -25.70806 29.22762
O 23.30960 -24.49941 28.26199
O 24.28991 -19.09831 22.91337
C 23.43458 -18.30108 23.15967
O 23.29699 -17.07059 22.71497
B 22.11658 -16.42808 23.32893
O 21.53585 -17.49132 24.21324
C 22.23787 -18.57104 24.09673
O 22.03341 -19.61897 24.67080
O 22.44160 -15.24266 24.10009
C 21.69808 -14.21118 23.68777
O 21.64037 -13.13622 24.18909
C 20.92819 -14.69450 22.43003
O 21.12481 -16.00978 22.33067
O 20.30024 -14.00643 21.68976
N 19.56328 -21.28260 25.05016
C 19.05497 -20.20451 24.45549
C 17.84567 -20.19110 23.78926
C 17.11253 -21.36713 23.71917
C 17.63202 -22.49955 24.31104
C 18.84031 -22.40310 24.97646
H 19.59644 -19.26825 24.51496
H 17.47941 -19.28276 23.33476
H 16.17300 -21.36693 23.18149
H 17.10744 -23.44418 24.32527
H 19.25858 -23.27448 25.46474
N 23.51560 -21.12423 27.01247
C 23.67400 -21.29620 28.32250
C 24.90568 -21.30886 28.93786
C 26.04230 -21.16848 28.16014
C 25.88381 -20.93545 26.80165
C 24.60553 -20.92762 26.27474
H 22.77335 -21.52348 28.87917
H 24.99770 -21.45574 30.00443
H 27.02244 -21.26422 28.60770
H 26.74871 -20.80333 26.16707
H 24.50109 -20.67352 25.22309
N 22.43854 -22.57106 24.46100
C 23.29454 -23.53766 24.82107
C 24.14287 -24.16497 23.93539
C 24.07173 -23.82562 22.59116
C 23.11423 -22.90772 22.18863
C 22.35381 -22.28581 23.15826
H 23.32025 -23.78479 25.87810
H 24.83506 -24.91509 24.28928
H 24.70543 -24.32132 21.86720
H 22.99890 -22.63754 21.14939
H 21.53856 -21.63768 22.85355
N 20.70292 -19.97411 27.59045
C 19.93703 -20.43636 28.58854
C 19.36579 -19.63678 29.55607
C 19.55229 -18.26944 29.47672
C 20.38020 -17.76690 28.48563
C 20.89487 -18.64845 27.55998
H 19.77614 -21.50866 28.58751
H 18.78379 -20.11676 30.32913
H 19.07192 -17.61421 30.19219
H 20.58923 -16.71222 28.38714
H 21.50345 -18.27297 26.74544
*
```

Results
⟨S²⟩ ... 3.7565
E_tot ... -95135.886 eV
Frontier orbital gap (alpha / beta) ... 8.42 / 9.06 eV
Highest occupied orbital energy (alpha / beta) ... -0.3282 / -0.3609 hartree
F_max ... 1.2 eV/Å

# 3
Molecular formula: C28H20Cl4MgN4O5S
Method: DFT, ωB97M-V with the def2-TZVPD basis set

ORCA input file:
```
! RIJCOSX wB97M-V def2-TZVPD def2/J DEFGRID3
* xyz -2 1
Mg 0.39333 1.77963 -0.60890
C -0.72319 1.53041 3.54040
C -0.60387 1.44061 2.04416
N 0.53051 1.60545 1.44802
N 1.59770 1.88534 2.20234
C 2.74958 1.93659 1.54196
N 3.80096 2.33837 2.33758
S 3.06452 1.58128 -0.08257
C -1.76933 1.19732 1.19658
C -2.95037 0.63731 1.69566
C -4.02239 0.45184 0.84348
C -3.90266 0.81899 -0.48854
C -2.68629 1.32904 -0.91516
N -1.66157 1.51967 -0.10143
H -0.08127 2.34349 3.87738
H -0.36370 0.61589 4.02142
H -1.74792 1.71888 3.85903
H 3.53873 2.85930 3.15995
H 4.60767 2.65371 1.83034
H -3.00851 0.32610 2.72944
H -4.93851 0.00551 1.21107
H -4.72067 0.68788 -1.18315
H -2.51966 1.58318 -1.95639
Cl -0.71470 7.90902 -3.14164
C -0.21683 6.25241 -2.94500
C 0.20161 5.52035 -4.03718
Cl 0.29134 6.26427 -5.60568
C 0.56427 4.17012 -3.87067
Cl 1.05487 3.22378 -5.24570
C 0.52589 3.53497 -2.62815
O 0.80212 2.29191 -2.42555
C 0.14313 4.32372 -1.46641
O 0.16656 3.72923 -0.32187
C -0.24535 5.64713 -1.67344
Cl -0.76971 6.56676 -0.28933
O 1.63566 -1.44284 0.74703
C 0.70396 -2.19592 0.01671
C -0.17430 -1.24239 -0.93224
O -1.17157 -1.74285 -1.45428
O 0.25042 -0.06263 -1.03131
C -0.25380 -2.82617 1.00955
C -0.39328 -2.23440 2.26418
C -1.28155 -2.74336 3.19912
C -2.05828 -3.85174 2.89391
C -1.93850 -4.43500 1.64058
C -1.04610 -3.93040 0.70633
C 1.43363 -3.22267 -0.85359
C 2.75012 -3.55114 -0.53563
C 3.45201 -4.48469 -1.28347
C 2.85118 -5.10463 -2.36901
C 1.54970 -4.76761 -2.70835
C 0.84562 -3.83254 -1.96182
H 1.86571 -0.66386 0.20276
H 0.21529 -1.36854 2.49000
H -1.36829 -2.27168 4.17208
H -2.74693 -4.25951 3.62532
H -2.55519 -5.28988 1.38517
H -0.97531 -4.39250 -0.26671
H 3.21978 -3.04593 0.29633
H 4.47724 -4.72089 -1.02207
H 3.39933 -5.83289 -2.95652
H 1.07927 -5.22745 -3.57011
H -0.15209 -3.53533 -2.25600
*
```

Results
E_tot ... -111936.062 eV
Frontier orbital gap ... 5.53 eV
Highest occupied orbital energy ... -0.0428 hartree
F_max ... 1.6 eV/Å

# 4
Molecular formula: C28H20F3NO2S
Method: DFT, ωB97M-V with the def2-TZVPD basis set

ORCA input file:
```
! RIJCOSX wB97M-V def2-TZVPD def2/J DEFGRID3
* xyz 0 1
C 0.91524 -4.95109 2.20161
C -0.00376 -4.07794 2.79389
C -0.63584 -3.11032 2.02345
C -0.33532 -2.95545 0.64514
C -0.88426 -1.84751 -0.07624
C -1.88996 -1.07824 0.52631
N -2.79161 -0.48718 0.99298
S -0.70697 -1.82769 -1.86726
C -1.93984 -0.60217 -2.36342
C -3.19552 -0.98198 -2.85628
C -4.07267 0.00607 -3.31643
C -3.67219 1.34704 -3.34081
C -2.39602 1.71053 -2.89365
C -1.53386 0.72766 -2.41249
O 0.59765 -1.31474 -2.23285
O -1.20492 -3.04930 -2.44710
C 0.52826 -3.91523 0.04941
C 1.17061 -4.87312 0.82463
H 1.43789 -5.69655 2.80739
H -0.22283 -4.14253 3.86318
H -1.39723 -2.46149 2.47221
H -3.47973 -2.03462 -2.86917
H -5.06727 -0.28229 -3.66365
H -4.34816 2.11400 -3.71276
H -2.04944 2.74577 -2.91921
H -0.52579 0.96828 -2.07498
H 0.66319 -3.92427 -1.03666
H 1.87812 -5.56325 0.34744
F -0.52645 5.50333 -2.44876
C 0.68928 4.96033 -2.78400
F 0.57246 4.51248 -4.07152
F 1.59037 5.99205 -2.80141
C 1.08058 3.86692 -1.83220
C 1.66716 2.69162 -2.30098
C 1.82950 1.63121 -1.43060
C 1.51789 1.71539 -0.03802
C 1.63649 0.51375 0.71519
C 1.49499 0.30670 2.11678
C 2.14413 -0.82517 2.70440
C 2.08651 -1.06911 4.06553
C 1.38585 -0.19484 4.90731
C 0.72232 0.91063 4.35703
C 0.71366 1.12596 2.98342
C 1.11579 3.00616 0.42515
C 0.81207 4.02305 -0.47257
H 1.94921 2.60808 -3.34982
H 2.23134 0.69736 -1.81648
H 2.00863 -0.34280 0.14448
H 2.74302 -1.47132 2.05973
H 2.58638 -1.94540 4.48904
H 1.34644 -0.37941 5.98388
H 0.19959 1.61008 5.01380
H 0.13027 1.93897 2.55196
H 1.07454 3.21910 1.48930
H 0.36023 4.95255 -0.12531
*
```

Results
E_tot ... -53930.104 eV
Frontier orbital gap ... 3.58 eV
Highest occupied orbital energy ... -0.2468 hartree
F_max ... 2.2 eV/Å

Question: Number 3 is which compound?
Answer: C28H20Cl4MgN4O5S